1.
{"formula": "C27H30Cl21I2NO8", "method": "ωB97M-V/def2-TZVPD", "e_tot_ev": -325507.242, "lumo_ev": -2.20, "homo_ev": -8.6, "homo_lumo_gap_ha": 0.2338, "symbols": ["C", "C", "O", "O", "C", "C", "C", "C", "C", "C", "C", "C", "C", "O", "O", "C", "I", "C", "C", "I", "C", "C", "C", "O", "C", "C", "O", "N", "C", "O", "O", "H", "H", "H", "H", "H", "H", "H", "H", "H", "H", "H", "H", "H", "H", "H", "H", "H", "H", "H", "H", "H", "H", "H", "C", "Cl", "Cl", "Cl", "H", "C", "Cl", "Cl", "Cl", "H", "C", "Cl", "Cl", "Cl", "H", "C", "Cl", "Cl", "Cl", "H", "C", "Cl", "Cl", "Cl", "H", "C", "Cl", "Cl", "Cl", "H", "C", "Cl", "Cl", "Cl", "H"], "xyz": [[-4.210738, 1.653135, 3.501642], [-2.922706, 2.120215, 4.417072], [-2.097239, 1.147098, 4.879490], [-2.581247, 3.502274, 4.791615], [-2.481650, 4.391197, 3.623647], [-0.985802, 4.371101, 2.907520], [-0.750363, 3.027144, 1.962286], [0.537373, 3.152890, 0.954935], [0.254166, 2.702614, -0.596011], [1.237553, 1.396402, -0.947272], [2.761386, 1.760815, -1.431639], [3.784560, 0.501288, -1.775664], [5.315696, 0.899116, -2.207864], [5.486854, 1.868008, -3.149784], [6.554185, 0.337884, -1.633350], [6.309416, -0.335523, -0.346570], [6.437807, -2.543267, -0.336277], [5.986855, 0.335184, 0.949507], [5.753514, -0.483131, 2.355996], [5.793249, 2.546814, 1.067996], [3.163389, -1.010792, -1.648472], [1.589802, -1.275668, -1.147107], [1.135719, -2.845906, -1.027353], [-0.203638, -3.153317, -1.551332], [-0.339193, -2.823839, -2.978564], [-1.905830, -2.616506, -3.526355], [0.650874, -2.721655, -3.870829], [0.749757, -0.061667, -0.813327], [-0.676644, -0.222771, -0.306617], [-1.678710, -0.043539, -1.206227], [-1.071060, -0.571872, 1.068167], [-5.095799, 2.425353, 3.628516], [-3.857513, 1.715854, 2.375504], [-4.514621, 0.538899, 3.693482], [-2.623994, 5.501730, 4.035420], [-3.331561, 4.216460, 2.837571], [-0.155603, 4.496120, 3.747020], [-0.977017, 5.300133, 2.163724], [-1.712888, 2.958045, 1.266521], [-0.692215, 2.045942, 2.600978], [0.932168, 4.276308, 1.005195], [1.430762, 2.476546, 1.343492], [0.646646, 3.566442, -1.320085], [-0.868317, 2.508022, -0.863081], [3.117038, 2.885918, -1.505879], [5.709446, 0.230712, 3.311929], [4.752685, -1.117063, 2.347495], [6.689258, -1.196019, 2.558546], [3.846784, -1.947979, -1.904917], [1.941378, -3.551693, -1.553241], [1.117224, -3.121154, 0.126034], [-2.207046, -3.547829, -4.206251], [-2.641593, -2.679289, -2.588744], [-2.071922, -1.585060, -4.053190], [-6.353037, -1.425513, 1.661295], [-7.880484, -2.286970, 1.407832], [-6.196105, -0.085986, 0.512149], [-6.242325, -0.832213, 3.327244], [-5.530730, -2.124746, 1.489443], [9.605352, 0.279021, 2.918018], [9.069254, 1.877851, 3.461880], [8.809814, -0.996338, 3.856141], [9.284882, 0.070560, 1.187847], [10.683675, 0.203899, 3.079968], [5.279153, -5.632661, -3.291009], [4.743054, -4.033830, -2.747146], [4.483613, -6.908019, -2.352885], [4.958682, -5.841121, -5.021180], [6.357474, -5.707781, -3.129058], [9.402508, -4.441140, -4.167510], [8.575369, -3.183447, -3.232900], [8.587284, -6.001684, -3.968498], [9.480253, -3.993817, -5.880259], [10.423739, -4.535468, -3.789572], [-8.367722, 3.351257, 0.287711], [-6.903558, 3.822695, 1.167154], [-9.638667, 2.852988, 1.417280], [-8.933068, 4.681213, -0.737594], [-8.124894, 2.500726, -0.354378], [-12.650701, 2.923788, 4.543358], [-10.948556, 3.038091, 5.021986], [-12.787675, 2.492044, 2.830369], [-13.502893, 1.742800, 5.552656], [-13.116117, 3.901776, 4.690248], [-4.823618, -3.413072, -6.204618], [-5.047690, -3.218661, -4.457780], [-3.777626, -2.133730, -6.843901], [-4.148707, -5.009810, -6.571460], [-5.800565, -3.332825, -6.688131]], "atomic_forces_ev_per_a": [[0.792, 1.415, -0.383], [4.259, -4.946, 2.342], [-5.358, 6.449, -2.727], [-1.015, -2.490, -2.628], [0.588, 1.784, -0.524], [-0.420, -0.323, -0.422], [-0.733, 0.189, -0.283], [0.612, 0.133, 0.812], [1.050, -0.195, -0.569], [2.601, -0.824, -1.209], [-1.240, -4.412, 0.379], [-3.800, -0.539, 1.704], [1.225, 5.031, -4.704], [-1.289, -6.745, 6.507], [-4.150, -0.207, 1.590], [-1.039, 2.205, 3.693], [0.152, 2.327, 0.249], [0.601, -2.388, -2.935], [0.438, -0.007, 0.298], [0.194, -2.047, -0.320], [-1.727, 2.852, 0.796], [3.050, 3.264, -1.014], [0.589, -0.298, 0.762], [1.427, 1.888, -2.897], [2.461, 0.473, -4.390], [-0.254, -1.140, 1.766], [-5.362, -0.626, 6.359], [3.609, 0.435, -0.824], [-9.144, -1.352, 2.751], [6.327, -0.517, 3.535], [4.188, 1.984, -7.373], [1.716, -1.738, -0.162], [-0.643, -0.132, 2.220], [1.107, 2.745, 0.014], [0.221, -2.535, -0.718], [1.595, 0.064, 1.444], [-1.781, -0.267, -1.855], [0.082, -1.804, 1.704], [1.917, 0.012, 1.506], [-0.134, 1.923, -1.281], [-0.869, -2.398, -0.368], [-1.887, 1.484, -0.650], [-0.806, -2.064, 1.497], [2.243, 0.015, 0.669], [-0.885, -2.726, 0.163], [0.064, -1.282, -2.466], [2.127, 1.349, -0.248], [-2.281, 1.503, -0.772], [-1.866, 2.395, 0.666], [-1.607, 1.997, 0.980], [-0.209, 0.699, -2.468], [1.050, 2.214, 1.282], [1.773, 0.316, -2.014], [0.745, -2.152, 0.989], [0.042, -0.069, -0.059], [0.188, 0.070, 0.025], [0.047, -0.148, 0.129], [-0.486, -0.534, -0.255], [-0.252, 0.281, 0.059], [0.134, 0.085, -0.053], [0.093, -0.224, -0.051], [0.375, 0.079, 0.087], [0.225, 0.018, 0.265], [-0.393, 0.013, -0.036], [-0.079, -0.237, -0.204], [-0.100, -0.519, -0.438], [0.118, 0.161, -0.057], [0.125, 0.054, 0.300], [-0.506, 0.122, -0.034], [0.143, 0.242, -0.109], [0.137, -0.245, -0.121], [0.343, 0.004, -0.063], [0.018, -0.105, 0.272], [-0.371, -0.003, -0.125], [-0.064, -0.131, 0.003], [-0.099, -0.077, -0.104], [0.223, 0.046, -0.194], [0.078, -0.167, 0.076], [-0.067, 0.290, 0.233], [-0.004, 0.053, 0.043], [-0.223, 0.028, -0.063], [-0.036, 0.082, 0.201], [0.072, 0.178, -0.110], [0.167, -0.353, -0.059], [-0.073, 0.029, -0.041], [-0.167, -0.020, -0.246], [-0.161, -0.144, 0.050], [-0.100, 0.176, 0.033], [0.354, -0.032, 0.175]]}

2.
{"formula": "C27H30ClN3O5S", "method": "ωB97M-V/def2-TZVPD", "e_tot_ev": -66551.163, "lumo_ev": 0.54, "smiles": "O=C(NC[C@@H]1CCCO1)[C@H](c1cccs1)N(C(=O)c1ccc(CN2CCOCC2)o1)c1ccc(Cl)cc1", "homo_ev": -8.6, "homo_lumo_gap_ha": 0.3369, "symbols": ["O", "C", "N", "H", "C", "H", "H", "C", "C", "H", "C", "H", "C", "H", "H", "O", "H", "H", "H", "C", "C", "C", "C", "C", "S", "H", "H", "H", "N", "C", "O", "C", "C", "C", "C", "O", "C", "N", "C", "C", "O", "C", "C", "H", "H", "H", "H", "H", "H", "H", "H", "H", "H", "H", "H", "C", "C", "C", "C", "C", "C", "H", "H", "Cl", "H", "H", "H"], "xyz": [[-2.516646, -0.723378, -1.613594], [-2.340953, 0.374523, -1.117537], [-2.969570, 0.817589, -0.022327], [-2.768064, 1.755812, 0.306650], [-4.096630, 0.114087, 0.533987], [-4.027780, -0.921458, 0.194019], [-4.055271, 0.149876, 1.624850], [-5.423713, 0.737525, 0.038688], [-6.603727, -0.211314, 0.281035], [-7.527966, 0.362863, 0.339095], [-6.589786, -1.088001, -0.978490], [-6.121080, -2.051128, -0.782819], [-5.752153, -0.275135, -1.986718], [-6.307818, -0.015829, -2.890136], [-4.842396, -0.815351, -2.274719], [-5.404583, 0.946037, -1.352433], [-7.596246, -1.268750, -1.349869], [-6.487061, -0.784701, 1.197907], [-5.554047, 1.721573, 0.499836], [-1.291987, 1.363770, -1.655573], [-0.875446, 1.045008, -3.047495], [-0.273830, 1.898138, -3.924477], [0.068927, 1.279793, -5.144514], [-0.270707, -0.033843, -5.163287], [-1.030023, -0.543062, -3.708333], [-0.138181, -0.736165, -5.962071], [0.542119, 1.794574, -5.961373], [-0.088446, 2.935046, -3.704653], [-0.126750, 1.353210, -0.752494], [-0.159828, 2.147826, 0.345502], [-1.126186, 2.866405, 0.585729], [0.974205, 2.101642, 1.269410], [1.146374, 2.839111, 2.416732], [2.356094, 2.402003, 2.989465], [2.843991, 1.426556, 2.162350], [2.010875, 1.243219, 1.123650], [4.068885, 0.579823, 2.242467], [3.785328, -0.686174, 2.906988], [2.977550, -1.571464, 2.084014], [2.640153, -2.825609, 2.888614], [3.804501, -3.495432, 3.308718], [4.611433, -2.639691, 4.080602], [4.998537, -1.381586, 3.302043], [5.592464, -0.726833, 3.943076], [5.604047, -1.669740, 2.424741], [5.498917, -3.214441, 4.350526], [4.073633, -2.341753, 4.993298], [2.080026, -3.535331, 2.277866], [2.038586, -2.538099, 3.764223], [2.055764, -1.064189, 1.798325], [3.516188, -1.861059, 1.164042], [4.462565, 0.423034, 1.221928], [4.818336, 1.108818, 2.835177], [2.807953, 2.758005, 3.891959], [0.480032, 3.593437, 2.780766], [0.949408, 0.501195, -1.109859], [0.825966, -0.873363, -0.958154], [1.867772, -1.705617, -1.323544], [3.029388, -1.155408, -1.840377], [3.154460, 0.214389, -2.015925], [2.107932, 1.040640, -1.657005], [2.188117, 2.108977, -1.787707], [4.059433, 0.626035, -2.434401], [4.343784, -2.190335, -2.271383], [1.779208, -2.773849, -1.206242], [-0.087737, -1.291211, -0.565406], [-1.708342, 2.378761, -1.605360]], "atomic_forces_ev_per_a": [[-0.132, -0.313, 0.069], [0.158, 0.555, 0.208], [-0.212, 0.154, 0.372], [0.135, -0.111, -0.140], [-0.319, 0.070, -0.270], [-0.017, 0.022, 0.145], [-0.035, -0.083, -0.037], [0.082, -0.151, 0.434], [0.127, 0.270, -0.075], [0.008, -0.008, 0.062], [0.074, 0.060, -0.079], [-0.027, -0.040, -0.021], [-0.030, -0.347, -0.369], [0.038, -0.052, 0.050], [-0.140, 0.068, 0.023], [0.033, 0.220, 0.008], [-0.007, -0.062, 0.022], [-0.047, -0.032, 0.087], [-0.010, -0.085, -0.003], [-0.275, 0.156, -0.045], [-0.312, -0.236, -0.206], [-0.216, -0.071, 0.226], [0.126, -0.011, -0.177], [-0.113, -0.195, 0.357], [0.310, 0.378, -0.740], [0.042, -0.133, -0.216], [0.067, 0.062, -0.170], [0.025, 0.208, 0.093], [-0.089, -0.013, -0.103], [-0.063, -0.185, -0.171], [0.114, 0.216, 0.161], [-0.103, 0.784, 0.997], [-0.245, -0.370, -0.748], [0.279, -0.414, -0.351], [0.242, 0.490, 0.635], [0.159, -0.100, 0.033], [-0.236, -0.184, -0.089], [0.095, 0.063, 0.018], [-0.167, -0.312, 0.211], [-0.202, 0.246, -0.265], [0.083, -0.168, -0.068], [0.308, 0.248, 0.042], [-0.093, -0.260, 0.173], [0.047, -0.017, -0.009], [0.023, 0.022, 0.039], [-0.035, 0.081, 0.038], [0.075, -0.020, -0.041], [-0.032, 0.071, 0.035], [0.002, -0.031, -0.086], [0.006, -0.062, -0.036], [-0.037, 0.034, 0.004], [0.071, 0.052, 0.084], [-0.042, 0.018, -0.104], [0.164, 0.027, 0.195], [-0.194, 0.134, 0.016], [0.512, -0.367, -0.171], [0.091, 0.299, 0.023], [0.138, -0.003, -0.041], [-0.232, 0.102, 0.088], [0.026, -0.025, 0.006], [-0.222, -0.224, -0.022], [-0.016, 0.113, -0.016], [0.093, 0.007, -0.038], [0.173, -0.142, -0.052], [0.026, -0.117, -0.005], [-0.126, -0.039, 0.060], [0.077, -0.246, -0.050]]}